1.
C37H89AsCl2F6N5O17Pb as an isolated structure at a distorted geometry, computed with wB97M-V/def2-TZVPD.

The calculation puts the energy relative to the best compared isomer or geometry (same formula, charge and spin) at 0.000 eV. Its net charge is +1. The HOMO energy comes out at -10.35 eV. The frontier orbital gap comes out at 7.44 eV. The energy is -189504.9205 eV. As for the strongest force on any atom: 0.02872 hartree/bohr.

```
158
Properties=species:S:1:pos:R:3:forces:R:3
Pb 1.330152 -1.401291 3.457553 0.225 0.041 -0.186
As -0.451738 -0.048035 -0.208663 -0.792 0.011 -0.772
Cl 0.102346 3.977948 -4.303307 0.024 0.092 0.084
Cl 0.941251 1.221722 -4.891647 -0.034 0.105 0.043
F -0.978829 -1.682563 -0.256491 -0.236 -0.285 -0.253
F -1.686650 0.348941 0.920208 -0.203 0.020 0.465
F -1.497549 0.396953 -1.480289 -0.122 0.049 -0.578
F 0.124457 1.585076 -0.106433 0.434 0.089 0.261
F 0.790006 -0.434555 -1.320857 0.557 0.106 0.093
F 0.538971 -0.560810 1.162756 0.840 0.317 0.382
O -2.376824 -2.868408 4.899921 0.187 0.196 0.269
O -3.907187 5.920869 2.818527 0.515 -0.008 0.124
O 4.304152 2.475329 -1.615668 -0.589 0.654 0.367
O -4.344163 4.351579 1.284326 -0.140 -0.663 -0.549
O 5.243898 0.078244 2.542683 -0.047 -0.076 0.031
O -3.256838 -1.112623 -5.534020 -0.173 -0.287 -0.112
O -2.235704 4.961367 1.855477 0.413 0.237 0.328
O 1.695860 -2.737024 -3.060888 0.062 -0.143 0.478
O 3.447981 -2.242433 1.717096 0.164 0.325 0.014
O 0.439436 0.852978 4.137337 -0.781 -0.337 0.011
O 6.418887 2.846384 -1.508191 -0.026 0.508 0.253
O 3.165075 0.356797 3.240614 -0.388 -0.427 0.197
O -5.367168 1.757631 -1.608217 0.021 0.345 -0.330
O -7.422814 1.173782 -1.787924 -0.148 0.253 -0.340
O 4.039715 1.719989 1.699766 0.206 0.043 -0.243
O 5.709836 0.841811 -2.260156 -0.030 -0.478 -0.032
O -6.357424 0.768662 0.152428 -0.058 -0.106 0.153
N -1.842185 -2.883565 2.191815 0.981 0.207 0.172
N -1.154063 -3.590310 -2.583763 0.442 -0.033 0.063
N 2.931577 -3.353542 4.320397 0.800 -0.451 -0.201
N -3.778953 -0.975470 -8.537072 -0.527 0.679 0.849
N 1.768644 -0.690424 5.969214 0.728 -0.216 0.677
C -5.270951 6.298529 2.854009 -0.780 0.673 0.079
C -1.772184 4.961362 -0.574894 1.314 0.313 -0.597
C 0.399011 0.220190 7.857944 0.731 0.218 0.383
C -2.339183 -0.701642 -6.508883 0.709 1.153 -0.300
C -2.564864 -1.406080 -7.828127 -0.405 -0.574 0.165
C 8.317261 3.077423 -3.009183 0.401 0.325 -0.368
C -0.278161 1.747119 3.263996 0.409 0.563 0.447
C -3.412709 -0.181626 -4.493987 0.206 0.519 -0.162
C 6.329910 0.531977 1.700836 0.695 0.480 -0.514
C 7.615662 -0.052820 2.235378 -0.412 0.051 0.804
C 3.687568 -2.094183 0.299077 -0.536 -0.092 0.461
C 0.626787 -2.651358 -3.981683 0.116 -0.864 -0.898
C 5.383452 -3.737311 4.565482 -0.338 -0.441 -0.316
C -9.586111 0.477411 -2.408455 -0.039 0.077 -0.249
C 2.833681 -2.052488 -3.504150 0.200 0.715 -0.398
C 0.494597 -0.073719 6.372757 -0.926 -0.809 0.167
C -2.938790 -2.076361 2.703574 -1.292 -0.239 -0.495
C -3.448458 -2.676815 3.999011 -0.073 -0.074 0.047
C 4.417563 -3.058973 2.363424 -0.681 -0.037 -0.350
C 4.290674 -2.929667 3.861729 0.695 0.204 0.485
C 2.763332 2.316198 1.483851 -1.231 -0.004 0.205
C -2.826540 -3.084597 6.217948 0.825 0.161 0.223
C -4.104058 -2.032339 1.691988 0.311 0.450 -0.090
C 4.086183 0.700719 2.516962 0.294 -0.010 0.056
C -8.626041 0.623550 -1.254378 -0.539 -0.385 0.131
C -1.351143 -1.335936 -8.728735 0.771 0.099 0.207
C -1.612977 4.277360 0.761662 -0.913 -0.676 -0.530
C 0.190277 1.119726 5.513365 0.693 1.212 0.206
C 3.211657 1.565546 -1.751673 0.313 -0.987 -0.806
C -0.192491 2.273391 -4.004272 0.023 -0.517 -0.101
C -0.317675 -3.829837 -3.777137 -0.290 0.563 0.572
C -4.142934 1.779196 -0.901085 0.576 -0.099 1.249
C -6.385301 1.197499 -0.972629 0.160 -0.185 0.425
C 7.794992 2.506449 -1.728912 0.021 -1.472 0.029
C -1.222609 -4.042165 -4.968881 -0.522 -0.397 -0.104
C -3.566264 4.989753 1.926146 -0.013 0.670 -0.008
C 5.498338 1.948271 -1.843897 0.277 0.111 0.003
H -2.195052 -3.766410 1.833893 -0.054 -0.016 0.209
H -2.446034 0.070608 -4.035428 -0.062 -0.293 0.232
H 3.147973 1.227399 -2.787190 0.025 -0.057 0.055
H -0.568708 4.157937 1.035088 0.025 0.136 0.086
H -3.397362 -2.214236 6.557471 -0.418 -0.318 0.092
H 2.249986 2.001488 -1.506288 0.287 0.487 0.310
H 3.430259 0.694928 -1.132283 -0.312 -0.024 0.032
H -1.285405 -0.823154 -6.205736 -0.199 -0.333 0.374
H -2.733379 -2.454832 -7.553999 0.076 -0.025 -0.151
H 7.877491 1.414494 -1.765424 -0.169 0.086 -0.072
H 1.931843 -1.507839 6.562888 -0.414 -0.133 -0.276
H -1.183402 5.880134 -0.672189 -0.424 0.222 0.426
H 4.749374 -1.941898 0.100621 0.012 -0.002 0.012
H -9.197509 -0.196101 -3.172131 0.076 0.026 0.018
H -4.240356 1.982100 0.168324 -0.589 0.180 -0.136
H 0.470624 -0.704842 8.432547 -0.125 -0.044 -0.068
H 3.300279 -2.956828 -0.246397 0.164 -0.071 0.000
H -1.934358 -3.218745 -5.085241 0.298 0.199 -0.150
H 8.470466 0.432788 1.773228 0.042 -0.219 -0.246
H -0.087312 2.038790 -2.952041 0.028 0.153 0.066
H -2.793247 5.120637 -0.905299 -0.112 -0.060 0.184
H 2.544065 -0.106280 6.300884 -0.162 0.300 -0.645
H -0.515489 0.728723 8.155755 -0.096 -0.010 -0.177
H 2.476831 3.034412 2.253605 0.614 0.209 0.005
H 2.772938 -4.259566 3.870394 -0.315 0.175 -0.042
H 2.569904 -1.028412 -3.793753 0.030 0.002 -0.121
H -1.376263 -2.117970 -9.483502 -0.145 0.166 -0.187
H 7.747008 2.769076 -3.885590 -0.337 0.006 0.207
H -9.749086 1.455730 -2.862169 -0.037 -0.049 -0.069
H -1.867854 -4.909952 -4.808778 0.184 -0.063 0.141
H -4.106199 -0.597455 -3.770402 0.079 -0.028 0.138
H -4.940331 -1.386411 1.974257 -0.032 -0.276 0.336
H 0.305546 -4.707654 -3.591178 -0.080 -0.069 -0.036
H -4.208205 -2.014156 4.435419 0.077 0.041 0.005
H 3.111709 -1.229531 -0.009531 -0.042 0.134 -0.132
H 8.351756 4.165436 -2.967917 0.046 0.000 -0.118
H -1.248098 4.337753 -1.312138 -0.404 -0.257 0.030
H 0.066232 -1.712854 -3.888653 0.192 0.130 -0.004
H 8.350822 2.784452 -0.835024 -0.092 0.557 -0.094
H 6.396316 -3.379307 4.391561 -0.071 0.221 -0.135
H -9.053538 1.284117 -0.498044 0.233 0.114 0.041
H -3.529346 2.588803 -1.284082 0.028 -0.225 -0.488
H 9.318353 2.687142 -3.206321 0.097 0.182 0.240
H 1.246725 0.833525 8.184930 -0.119 0.118 -0.066
H -3.331363 -4.046909 6.340584 -0.426 0.220 -0.102
H 0.139649 1.666104 2.271171 -0.236 -0.303 -0.103
H -2.057681 3.284400 0.638477 0.061 -0.039 0.403
H -1.941120 -3.139529 6.861112 0.019 0.009 -0.123
H 4.458714 -1.892612 4.167281 -0.354 0.128 -0.288
H -1.385481 -2.452992 1.395286 -0.377 0.094 0.083
H -3.662255 0.805732 -0.921698 0.118 0.037 -0.534
H -5.293741 7.359494 3.106021 0.169 -0.096 0.124
H -3.946212 -3.641269 3.820421 0.065 -0.002 -0.127
H -0.081047 2.772821 3.596821 -0.191 -0.043 0.058
H -0.818137 1.487403 5.726333 -0.174 -0.351 -0.382
H -3.749454 -1.576868 0.764110 0.116 -0.287 -0.054
H 0.839193 1.974821 5.773977 0.040 -0.222 0.169
H 6.159659 0.266896 0.653930 -0.279 -0.243 0.132
H -0.502001 -3.389487 -1.828356 -0.171 -0.123 0.129
H 4.214372 -4.089765 2.040174 0.322 -0.147 0.190
H -5.773136 6.201210 1.893163 0.207 -0.313 -0.040
H 1.014498 -2.755457 -5.007130 0.151 0.361 0.049
H -3.814281 0.773986 -4.865148 -0.134 -0.155 -0.052
H -1.184770 2.009937 -4.346527 -0.085 0.124 -0.024
H -0.675373 -4.229677 -5.893874 0.034 0.234 -0.019
H -3.808735 0.049807 -8.511631 0.413 -0.131 -0.513
H -1.605214 -2.688323 -2.736027 -0.228 -0.156 0.046
H 7.670600 0.178921 3.303722 0.070 0.017 -0.059
H 5.335310 -4.766817 4.196384 0.094 -0.072 0.292
H 3.060559 -3.622831 5.295911 -0.367 0.248 0.041
H -4.432871 -3.055011 1.499598 -0.209 0.095 -0.115
H 6.398958 1.619030 1.717220 -0.208 0.010 0.206
H 5.205280 -3.716083 5.640995 0.087 -0.136 0.031
H -8.402508 -0.326883 -0.770280 0.018 -0.017 -0.034
H -2.672509 -1.033091 2.888518 0.633 -0.145 0.026
H -0.277401 -0.837119 6.190463 0.050 0.092 -0.329
H -0.430045 -1.485992 -8.152287 -0.150 -0.187 0.053
H 3.303200 -2.546172 -4.363629 -0.111 -0.028 -0.035
H -4.565595 -1.144059 -7.902671 0.108 -0.512 -0.262
H -1.344811 1.537615 3.288184 -0.022 -0.048 -0.127
H -10.553486 0.089525 -2.091395 0.048 0.010 0.180
H 2.768946 2.753838 0.496930 0.211 0.202 0.029
H 5.423085 -2.778241 2.045384 0.065 0.041 0.027
H -5.832378 5.760779 3.616571 0.146 -0.223 -0.048
H -2.427227 0.391173 -6.668870 -0.156 -0.080 -0.041
H 7.654121 -1.138137 2.157702 0.138 0.013 -0.293
H 1.973221 1.571071 1.537857 0.283 -0.254 -0.326
H 3.603026 -1.945765 -2.736755 -0.267 -0.342 0.299
H -1.199183 -0.360273 -9.196870 -0.378 -0.018 -0.137
```
Positions in Å, forces in eV/Å.

***

2.
C5H10MgO3Sm as an isolated structure at a distorted geometry, computed with wB97M-V/def2-TZVPD.

Its net charge is 0. The HOMO energy (alpha / beta) comes out at -5.12 / -5.12 eV. As for the spin multiplicity: 7. Its expectation value of S² is 12.01. The frontier orbital gap (alpha / beta) comes out at 4.33 / 4.27 eV. The energy is -34835.6381 eV. As for the strongest force on any atom: 0.04747 hartree/bohr.

```
20
Properties=species:S:1:pos:R:3:forces:R:3
Sm 0.527295 1.447887 0.789829 0.566 0.566 0.699
Mg -1.059657 -2.581896 2.181186 0.111 0.063 -0.044
O 1.339720 -0.298684 -0.587340 -0.103 -0.109 -0.089
O -0.613189 1.456541 -1.002149 0.328 0.081 -0.867
O -1.800050 -0.706336 2.413130 -0.167 -0.362 -0.655
C -2.135984 0.383821 1.844232 0.731 0.898 2.149
C 0.985352 -0.113407 -1.959811 0.043 -0.001 -0.338
C -0.428723 0.457951 -1.955451 -0.600 -0.349 0.070
C 2.269132 -1.310814 -0.252552 -0.210 -0.462 -0.133
C -1.497793 1.583000 2.263239 -2.014 -0.482 -0.500
H -1.046598 1.577838 3.264343 -0.119 -0.088 -0.407
H -1.960304 2.510556 1.906602 0.192 -0.111 0.199
H 1.728585 -2.219849 0.048668 0.145 0.122 -0.161
H 1.715945 0.575386 -2.412639 -0.134 -0.055 0.064
H -0.658391 0.796146 -2.982178 -0.032 -0.085 0.218
H 2.796095 -0.941209 0.634948 0.392 -0.272 -0.367
H 1.033264 -1.069615 -2.501277 -0.090 0.168 0.152
H -2.980099 0.345705 1.132760 0.576 0.318 -0.152
H 2.892449 -1.515153 -1.135786 0.247 0.067 0.591
H -1.107047 -0.377869 -1.689754 0.139 0.093 -0.429
```
Positions in Å, forces in eV/Å.

***

- What is the energy in the first record?
  -189504.9205 eV

***

- The highest strongest force on any atom belongs to which entry?
  C5H10MgO3Sm

***

- Which of these has the highest energy?
  C5H10MgO3Sm

***

- Look up the energy of the first one.
  -189504.9205 eV